Below is a 15-piece molecular cluster, C5H38NO15 overall in a non-equilibrium geometry, with properties calculated with the ωB97M-V functional and the def2-TZVPD basis.

Computed properties:
Orbital gap ... 10.55 eV
Lowest unoccupied orbital energy ... -2.65 eV
E_HOMO ... -0.48499 Eh
Relative energy (zero: lowest compared OMol25 entry of this formula, charge and spin) ... 1.970 eV
Total charge ... +1
Electronic energy ... -37998.5531 eV

CARTESIAN COORDINATES (ANGSTROEM)
O  1.870905  1.859020  1.103682
C  1.290726  1.986977  2.160451
C  -0.195809  1.900785  2.408354
C  -1.031688  1.603836  1.145146
C  -0.966877  0.089768  0.903284
C  -2.180524  -0.894868  -0.988574
N  -1.206050  -0.229136  -0.531212
H  1.834769  2.287884  3.069995
H  -0.411943  1.162291  3.189351
H  -0.514460  2.832580  2.877959
H  -2.062872  1.924127  1.272869
H  -0.546740  2.148906  0.337099
H  0.031322  -0.308869  1.084371
H  -1.687847  -0.457004  1.504775
H  -2.333316  -1.103461  -2.038660
H  -2.912127  -1.353448  -0.336175
H  -0.383818  0.003518  -1.112904
H  -0.003478  -3.431362  -1.240601
H  -1.019692  -4.007347  -2.358468
O  -0.904901  -3.441108  -1.595507
H  -0.522100  -3.331098  1.245446
H  1.010320  -3.738353  1.270139
O  0.202378  -3.605798  1.790367
H  1.074161  2.610566  -2.371252
H  1.953896  3.838373  -2.457593
O  1.079560  3.522117  -2.710851
H  1.558855  0.468274  -1.996679
H  1.606190  1.217498  -0.493093
O  1.095211  0.938231  -1.276345
H  -5.441020  0.828049  2.157335
H  -4.853056  1.119476  0.866520
O  -4.634065  1.222133  1.800602
H  2.597686  -0.010202  2.016914
H  3.553091  0.837307  1.251462
O  3.538029  0.030266  1.771248
H  -0.789132  -2.039903  4.015043
H  0.257240  -2.396242  2.959240
O  0.097619  -1.799358  3.729984
H  2.293729  -3.228413  -0.286471
H  1.977198  -4.752454  -0.666831
O  1.596471  -3.894695  -0.463439
H  -1.264275  1.141896  -4.960547
H  -0.686944  1.185496  -3.602940
O  -1.094734  0.559184  -4.205703
H  -2.531444  1.864641  -1.498543
H  -4.058362  1.491454  -1.667754
O  -3.255545  1.307211  -1.174260
H  1.273266  -0.463895  3.640986
H  2.827954  -0.454284  3.536401
O  2.043287  0.048992  3.320009
H  4.218492  -1.680176  -0.678652
H  3.585919  -1.556932  0.702549
O  3.627344  -2.137994  -0.084033
H  -1.140799  4.258725  -2.055072
H  -0.723505  2.977884  -1.715266
O  -1.569613  3.455520  -1.712097
H  0.621852  -0.242968  -4.110967
H  1.021419  -1.553711  -3.336146
O  1.187848  -0.609905  -3.404943

Forces on the atoms, in the same order (eV/Å):
-0.52 0.31 -0.30
-0.38 1.01 1.10
-0.59 -0.29 -0.58
0.75 -0.40 0.80
-0.06 0.04 -1.07
-0.35 -0.30 -0.12
0.52 -0.99 0.61
0.14 0.09 -0.35
0.30 -0.05 -0.02
0.21 0.25 -0.11
0.02 0.04 -0.14
-0.30 -0.07 -0.19
0.04 0.10 0.28
-0.07 0.03 0.06
0.56 0.18 -0.08
-0.07 0.40 0.31
-0.30 0.48 -0.05
0.28 -0.71 -0.44
0.50 -0.23 0.05
-0.83 0.97 0.40
-0.25 -0.10 -0.95
-0.62 -0.11 -0.57
0.48 0.06 1.45
0.25 0.08 0.04
-0.04 0.18 -0.09
0.02 -0.35 0.10
0.19 -0.15 0.42
0.13 -0.14 -0.15
-0.40 0.33 -0.57
0.18 0.14 0.65
0.60 0.36 -0.27
-0.63 -0.52 -0.38
0.25 -0.06 -0.32
0.53 0.11 -0.11
2.08 -0.58 -2.43
0.07 0.09 0.27
0.02 -0.11 0.33
-0.15 0.14 -0.30
0.58 -0.25 -0.48
0.33 0.11 0.01
-0.36 0.28 0.08
-0.25 -0.33 -0.13
0.03 0.13 0.44
0.01 0.51 -0.41
-0.65 0.45 -0.17
0.19 0.45 -0.27
-0.49 -0.60 0.26
0.01 -0.15 0.23
0.31 -0.07 0.55
-2.65 -0.62 2.52
0.20 0.04 -0.30
0.18 0.23 -0.10
-0.40 -0.08 0.50
-0.86 0.33 -0.06
-0.28 -0.38 0.38
1.29 0.10 -0.34
0.01 -0.53 0.30
-0.10 -0.01 -0.17
0.33 0.21 -0.12

***

Below is a 14-piece molecular cluster, C5H38O13 overall in a non-equilibrium geometry, with properties calculated with the ωB97M-V functional and the def2-TZVPD basis.

Computed properties:
Orbital gap ... 10.85 eV
Lowest unoccupied orbital energy ... 0.15 eV
E_HOMO ... -0.39328 Eh
Relative energy (zero: lowest compared OMol25 entry of this formula, charge and spin) ... 1.199 eV
Total charge ... 0
Electronic energy ... -32419.1594 eV

CARTESIAN COORDINATES (ANGSTROEM)
C  1.793718  -1.947179  -0.755872
C  0.692688  -2.368342  0.254194
C  0.443728  -1.275826  1.294640
C  -0.628046  -1.619864  2.302381
C  2.036905  -3.076401  -1.748181
H  1.410661  -1.016654  -1.193804
H  2.690037  -1.607701  -0.230983
H  1.012051  -3.283155  0.770947
H  -0.134631  -2.709185  -0.371298
H  0.287776  -0.357535  0.716384
H  1.390551  -1.033942  1.777867
H  -0.697558  -0.765783  2.983948
H  -1.669075  -1.816789  2.039697
H  -0.419269  -2.564272  2.809808
H  2.770273  -2.735600  -2.482967
H  2.386454  -3.975565  -1.247671
H  1.141394  -3.328353  -2.308225
H  2.124839  3.194436  1.129316
H  1.246840  2.613604  0.036454
O  2.181552  2.648413  0.322376
H  -3.959676  -2.330418  -0.168595
H  -2.630342  -1.789160  0.341243
O  -3.098956  -2.023250  -0.466301
H  3.592211  2.623138  -2.473242
H  2.579746  2.970277  -1.292605
O  2.668469  2.766374  -2.252406
H  0.983955  3.079830  3.040958
H  0.308656  3.275317  1.758369
O  0.752091  3.803881  2.432871
H  -0.511159  2.974457  -0.855211
H  -0.243412  4.158755  0.122886
O  -0.086934  3.215313  0.002531
H  1.907591  1.807741  -3.454376
H  0.578133  1.907639  -4.209484
O  1.173696  1.258027  -3.816201
H  -3.491086  -0.349171  2.766023
H  -4.143706  -0.075084  1.429109
O  -3.863552  -0.799010  2.002506
H  -1.973241  0.174631  0.749436
H  -1.422275  1.476056  0.208609
O  -2.078948  1.129187  0.824938
H  1.636457  -2.199013  3.343180
H  2.152337  -0.919094  2.785000
O  1.972358  -1.337928  3.619620
H  -1.568139  1.267015  -2.299964
H  -0.091418  1.433639  -2.613995
O  -0.830818  1.903133  -2.173473
H  -0.007626  -1.489593  -2.810092
H  -0.638619  -2.071467  -4.021272
O  -0.759616  -1.346894  -3.399138
H  0.665815  0.587515  3.974314
H  -0.746735  1.316137  3.549493
O  0.201437  1.361963  3.657805
H  -2.532183  -0.807176  -1.969223
H  -3.738607  0.038731  -2.076577
O  -2.816799  0.034182  -2.355737

Forces on the atoms, in the same order (eV/Å):
-1.12 -0.05 0.85
1.42 -0.29 -0.09
-0.56 -0.20 -2.12
-0.33 0.40 0.79
0.54 0.92 -0.31
0.15 -0.16 -0.53
0.18 -0.38 -0.02
0.10 -0.02 0.02
-0.60 0.46 0.37
-0.62 0.11 0.28
-1.00 -0.37 -1.09
0.04 -0.61 0.35
0.15 0.31 -1.04
0.48 0.23 0.39
0.12 -0.35 0.00
0.11 -0.04 0.00
-0.27 -0.08 0.04
0.14 -0.12 -0.40
0.53 0.12 0.25
1.52 -0.42 0.43
0.00 -0.02 0.11
-0.21 -0.12 0.14
0.18 -0.17 -0.26
0.09 0.18 0.43
0.40 -0.34 0.00
0.16 0.33 -0.51
-0.16 0.40 0.26
-0.35 0.16 0.06
0.34 -0.43 0.35
0.07 -0.32 -0.14
0.13 0.05 0.00
-2.35 0.67 -0.88
-0.61 -0.24 0.24
0.15 -0.09 -0.26
0.26 0.11 -0.31
-0.01 0.02 0.11
0.05 0.04 -0.02
-0.14 0.00 -0.02
-0.07 0.08 0.03
-0.06 0.21 0.00
0.03 -0.21 0.13
0.04 0.06 0.30
0.80 0.42 0.34
0.41 -0.36 1.36
-0.21 0.33 0.21
0.25 0.31 0.15
-0.26 -0.51 0.05
0.03 0.32 0.04
-0.24 0.06 -0.23
0.41 -0.49 0.20
-0.60 -0.64 0.15
-0.05 -0.65 0.17
0.84 1.21 -0.21
0.24 -0.01 -0.29
0.00 0.41 -0.04
-0.53 -0.20 0.17

***

Below is a 13-piece molecular cluster, C5H39N3O12 overall in a non-equilibrium geometry, with properties calculated with the ωB97M-V functional and the def2-TZVPD basis.

Computed properties:
Orbital gap (spin up / spin down) ... 10.32 / 6.76 eV
Lowest unoccupied orbital energy (spin up / spin down) ... -9.13 / -12.68 eV
2S+1 ... 2
E_HOMO (spin up / spin down) ... -0.71460 / -0.71458 Eh
Expectation value of S² ... 0.770
Relative energy (zero: lowest compared OMol25 entry of this formula, charge and spin) ... 0.000 eV
Total charge ... +3
Electronic energy ... -34828.4764 eV

CARTESIAN COORDINATES (ANGSTROEM)
C  -2.849925  1.018223  -0.836953
C  -1.403993  0.732086  -1.133272
C  -0.817720  0.020746  0.202828
C  0.305867  -0.970076  -0.079781
C  1.478902  -0.839903  -0.767223
N  2.539717  -1.694589  -0.740488
N  -0.157922  -2.240097  0.638131
N  -0.569621  1.799041  -1.644153
H  -2.931755  1.710313  -0.027227
H  -3.304974  0.094261  -0.531243
H  -3.479275  1.453527  -1.609463
H  -1.429449  -0.241408  -1.827635
H  -1.498089  -0.432891  0.944672
H  -0.349967  0.996961  0.800925
H  1.337140  -0.031740  -1.470747
H  2.441103  -2.674236  -0.317595
H  3.277874  -1.469971  -1.285278
H  -0.013583  -2.193690  1.709488
H  -1.170479  -2.268643  0.339899
H  0.352539  -3.059534  0.293764
H  0.394569  1.422413  -1.748939
H  -0.502899  2.577920  -0.896423
H  -0.880470  2.179642  -2.573598
H  1.437181  1.599522  3.837220
H  0.602141  1.770710  2.556251
O  1.198224  1.336502  2.978396
H  3.872122  -0.544198  -3.560432
H  2.510863  -1.348705  -3.560116
O  3.349086  -1.311148  -3.187426
H  -1.776622  4.024451  0.373721
H  -0.837183  3.209593  1.227564
O  -0.965999  3.517213  0.260565
H  0.742531  -5.368080  0.197093
H  2.331223  -4.812351  0.127144
O  1.343759  -4.594864  -0.021437
H  1.532210  2.767588  0.818984
H  2.283312  1.452828  0.864186
O  1.601980  1.920718  0.362054
H  -4.198471  -0.589969  2.616192
H  -3.562924  -1.167175  1.491026
O  -3.417803  -0.579784  2.162275
H  1.642472  1.979575  -3.443982
H  1.375796  1.136584  -4.728262
O  1.339342  1.129747  -3.793094
H  -2.146176  -2.227323  3.121482
H  -1.293499  -3.319152  3.490282
O  -1.481329  -2.818001  2.677869
H  -1.801191  1.867327  3.045070
H  -0.843927  2.663625  3.800118
O  -1.039510  2.444154  2.807351
H  -1.277662  -2.420738  -2.623082
H  -1.750943  -1.924251  -4.164677
O  -1.284216  -1.765039  -3.352426
H  1.464454  -1.447916  4.391887
H  1.050758  -0.424797  3.289321
O  1.025523  -1.408376  3.572232
H  2.032023  2.589278  -1.090740
H  2.253634  3.806608  -2.090569
O  1.921258  2.967479  -1.891754

Forces on the atoms, in the same order (eV/Å):
-0.26 0.85 -0.05
-1.44 -5.34 -0.19
2.80 3.78 0.16
-3.02 -1.18 2.97
1.22 -1.78 -0.40
-5.91 -0.77 3.11
1.08 1.66 -1.28
1.13 0.16 0.02
-0.09 0.40 0.82
-0.32 -0.32 0.05
0.38 -0.16 -0.57
0.33 2.77 0.40
-0.20 0.53 -0.90
-0.88 -2.74 -1.27
1.68 0.19 -0.25
0.32 2.01 -0.58
3.31 0.64 -2.86
-0.90 -0.04 -0.79
1.29 -0.65 1.21
0.15 -0.81 0.04
-0.96 0.94 -0.64
-0.56 -0.30 -0.87
0.38 -0.54 0.99
0.13 1.09 1.51
-6.08 4.60 -3.10
6.93 -6.16 2.10
-1.17 -1.36 0.26
-2.23 0.27 -1.61
3.55 1.24 1.14
-0.18 0.42 -0.50
-0.24 0.58 -1.71
0.35 -0.48 2.62
1.63 0.91 -0.31
-2.62 -0.38 -0.15
1.05 -0.52 0.50
0.06 0.25 0.01
0.00 0.03 0.21
0.20 -0.27 0.46
-3.40 0.26 2.24
-0.67 -2.45 -2.86
3.88 2.11 0.74
0.30 0.10 -0.20
0.06 0.14 -1.52
-0.35 -0.42 1.78
0.51 -0.08 -1.15
0.57 -0.50 -0.48
-1.32 0.46 1.94
0.18 0.19 -1.07
0.03 0.22 -2.59
-1.12 0.02 3.66
-0.74 -0.06 -1.95
-0.57 -1.08 -0.11
1.33 0.96 2.07
0.94 -0.22 1.65
0.06 -1.94 0.82
-1.03 2.05 -2.82
1.32 -0.98 4.22
1.10 1.88 0.25
-2.00 -0.18 -5.19

***

Below is a 15-piece molecular cluster, C5H39NO15 overall in a non-equilibrium geometry, with properties calculated with the ωB97M-V functional and the def2-TZVPD basis.

Computed properties:
Orbital gap (spin up / spin down) ... 10.70 / 5.15 eV
Lowest unoccupied orbital energy (spin up / spin down) ... -2.89 / -8.45 eV
2S+1 ... 2
E_HOMO (spin up / spin down) ... -0.49958 / -0.49955 Eh
Expectation value of S² ... 0.756
Relative energy (zero: lowest compared OMol25 entry of this formula, charge and spin) ... 0.325 eV
Total charge ... +1
Electronic energy ... -38010.5835 eV

CARTESIAN COORDINATES (ANGSTROEM)
C  3.498067  1.174940  0.575926
N  2.213029  0.622829  -0.000108
C  1.146433  1.551864  0.435817
C  0.886843  2.329727  -0.961656
C  0.445577  3.736514  -0.779726
O  -0.258328  4.173790  0.092140
C  -0.200398  0.961192  0.801609
H  3.916328  1.945971  -0.059501
H  4.170504  0.331050  0.745161
H  3.317389  1.456452  1.662252
H  2.099369  -0.255627  0.590101
H  1.514277  2.280495  1.139376
H  1.842629  2.362134  -1.489248
H  0.335849  1.709732  -1.621220
H  0.936929  4.368911  -1.496632
H  -0.867521  0.904911  -0.071281
H  -0.105731  -0.136432  1.050944
H  -0.599066  1.356262  1.715772
H  -0.489885  3.534780  2.179619
H  0.605059  3.910442  3.171197
O  0.085338  3.159141  2.861455
H  1.080942  -4.193758  -2.158052
H  2.449837  -4.072767  -2.667187
O  1.570957  -3.746596  -2.908333
H  -3.282352  2.804324  -1.549599
H  -2.523090  1.432386  -2.017773
O  -2.518370  2.234898  -1.462410
H  -2.790224  0.228927  1.944268
H  -1.665128  -0.756879  2.401841
O  -2.487174  -0.690580  1.841753
H  -1.548628  1.144683  -3.871222
H  -1.873463  -0.214277  -3.318654
O  -2.300262  0.614966  -3.577280
H  -2.199482  2.352303  1.263125
H  -3.390520  1.369686  0.733764
O  -3.103698  2.064651  1.329041
H  -3.164341  -3.266457  0.458178
H  -2.098363  -2.164148  0.606434
O  -2.216594  -3.106430  0.477506
H  2.227460  0.441681  -2.003174
H  3.654234  -0.081584  -1.970250
O  3.019709  0.328160  -2.572066
H  -1.325360  -2.423921  2.306240
H  -1.238719  -1.701472  3.726402
O  -0.853475  -2.363973  3.146537
H  -0.284511  1.517648  3.523325
H  -1.195302  0.852084  4.632553
O  -0.448402  0.713302  4.043131
H  1.274512  -2.346498  0.604601
H  0.952488  -1.964273  2.110089
O  1.569638  -1.842385  1.373356
H  -1.177854  -2.846378  -3.268858
H  -0.187527  -2.097892  -2.319753
O  -1.122584  -2.486505  -2.373693
H  -0.717589  -3.860361  -1.456936
H  -0.582856  -4.572169  -0.088879
O  -0.120415  -4.442586  -0.923149
H  1.489928  -1.736081  -2.925994
H  1.595764  -1.340406  -1.424897
O  1.038096  -1.260419  -2.205991

Forces on the atoms, in the same order (eV/Å):
0.15 -1.26 0.58
-0.03 1.67 5.99
-1.12 -0.26 -3.21
2.10 -0.28 0.72
-0.74 0.11 0.77
0.28 -0.40 -0.14
0.54 -3.02 -0.41
0.09 0.21 0.20
0.30 0.11 -0.81
-0.13 0.30 -1.48
-0.65 -0.83 -1.41
0.27 0.17 0.16
0.22 0.50 0.10
-1.30 -0.39 -0.41
0.00 0.93 -0.73
-0.12 0.65 0.67
0.29 1.07 -0.15
-0.27 0.45 -0.23
0.12 0.15 -0.02
-0.09 -0.07 0.22
0.11 0.38 -0.23
-0.08 0.57 -0.78
0.18 0.14 -0.66
0.32 -0.98 1.21
-0.29 -0.37 -0.40
-0.82 0.71 -0.45
1.15 -0.12 0.82
0.13 -0.16 0.17
-1.34 0.70 -0.82
0.95 0.22 0.68
-0.22 0.16 -0.23
-0.27 -0.36 -0.04
0.63 -0.33 0.16
0.13 -0.37 -1.06
0.76 0.48 -0.82
-1.35 0.18 1.71
-0.03 0.15 0.10
-0.57 0.49 -0.24
0.44 -0.59 0.13
0.54 -0.28 -1.04
0.27 0.00 -0.34
0.01 0.57 0.79
-0.56 -0.51 0.48
-0.14 -0.17 0.05
1.22 -0.25 -0.20
-0.25 0.15 0.80
0.07 0.43 -0.04
0.06 -0.71 -0.36
-0.35 -0.48 0.42
-0.38 -0.29 0.13
0.72 0.73 -0.60
-0.15 -0.04 0.06
-1.46 -0.43 0.16
0.30 0.36 -0.66
0.09 -0.14 0.53
-0.05 -0.04 -0.07
0.01 0.12 -0.07
0.28 -0.18 0.35
-0.02 -0.49 -0.33
0.03 0.93 0.27